DFT (the ωB97M-V functional and the def2-TZVPD basis) results for a structure of composition C44H38F6KN8O7PS3.

```
108
Properties=species:S:1:pos:R:3
K 0.099 -0.392 -0.069
C 3.938 -2.268 2.943
C 4.356 -1.519 4.036
C 3.967 -0.201 4.132
C 3.133 0.355 3.139
N 2.728 -0.379 2.091
C 3.143 -1.638 2.000
N 2.712 1.647 3.342
C 2.481 2.479 2.372
N 2.690 2.334 1.049
C 2.499 3.531 0.452
N 2.628 3.833 -0.798
C 2.793 2.859 -1.755
C 3.833 3.018 -2.689
C 4.035 2.046 -3.644
C 3.178 0.953 -3.687
C 2.143 0.909 -2.771
N 1.940 1.830 -1.836
C 2.181 4.573 1.471
C 1.984 5.935 1.392
C 1.665 6.615 2.565
C 1.550 5.935 3.773
C 1.779 4.562 3.847
C 2.102 3.895 2.683
H 4.220 -3.305 2.821
H 4.981 -1.963 4.804
H 4.295 0.428 4.948
H 2.819 -2.181 1.122
H 4.481 3.881 -2.605
H 4.863 2.120 -4.339
H 3.313 0.155 -4.404
H 1.442 0.077 -2.775
H 2.089 6.450 0.444
H 1.500 7.686 2.530
H 1.288 6.488 4.668
H 1.710 4.031 4.788
O -2.210 0.583 -0.061
S -2.769 -0.570 -0.788
O -3.950 -1.129 -0.160
O -1.739 -1.526 -1.159
C -3.381 0.202 -2.286
C -4.564 -0.230 -2.863
C -5.112 0.482 -3.917
C -4.471 1.623 -4.378
C -3.288 2.051 -3.794
C -2.720 1.341 -2.733
P -1.167 1.876 -1.866
C -1.861 3.256 -0.864
C -0.965 4.036 -0.134
C -1.414 5.094 0.644
C -2.770 5.377 0.718
C -3.671 4.585 0.023
C -3.222 3.533 -0.762
C -0.521 2.863 -3.309
C -0.168 4.208 -3.293
C 0.459 4.794 -4.386
C 0.742 4.046 -5.517
C 0.381 2.705 -5.554
C -0.235 2.124 -4.462
H -5.050 -1.109 -2.459
H -6.051 0.170 -4.359
H -4.897 2.194 -5.195
H -2.815 2.958 -4.142
H 0.090 3.801 -0.174
H -0.703 5.691 1.199
H -3.125 6.200 1.327
H -4.735 4.779 0.096
H -3.940 2.909 -1.275
H -0.378 4.811 -2.419
H 0.736 5.842 -4.347
H 1.246 4.500 -6.362
H 0.598 2.110 -6.434
H -0.503 1.073 -4.485
C -0.618 -1.296 3.701
C -1.352 -1.776 4.982
N -2.794 -1.887 4.732
C -3.006 -2.826 3.625
C -2.292 -2.317 2.345
N -1.594 -1.059 2.639
C -2.572 -0.063 3.066
C -3.312 -0.573 4.333
H 0.093 -2.040 3.335
H -0.067 -0.370 3.884
H -1.215 -1.077 5.813
H -0.997 -2.759 5.304
H -4.084 -2.922 3.470
H -2.622 -3.801 3.940
H -3.001 -2.135 1.544
H -1.558 -3.034 1.990
H -3.258 0.107 2.236
H -2.045 0.874 3.261
H -4.383 -0.685 4.146
H -3.182 0.107 5.181
F -1.662 -4.137 -0.422
C -0.605 -4.195 -1.239
F -0.960 -3.793 -2.446
F -0.276 -5.502 -1.307
S 0.836 -3.227 -0.488
O 1.127 -2.099 -1.326
O 0.410 -2.961 0.852
N 2.041 -4.270 -0.466
S 2.775 -4.614 -1.830
O 3.694 -5.695 -1.619
O 1.924 -4.687 -2.983
C 3.914 -3.160 -2.212
F 5.088 -3.650 -2.664
F 4.182 -2.427 -1.132
F 3.437 -2.376 -3.175
```

Results
Total energy (Ha): -5399.46441
Kohn-Sham gap (eV): 6.811
Relative energy (zero: lowest compared OMol25 entry of this formula, charge and spin) (kcal per mole): 36.72
2S+1: 1
Charge: -2

DFT (the ωB97M-V functional and the def2-TZVPD basis) results for a structure of composition C30H39MnN3S.

```
74
Properties=species:S:1:pos:R:3
Mn -0.372 -0.137 0.539
N 0.650 -4.452 2.531
N -2.656 1.224 2.041
C 0.818 -0.523 -1.329
C -0.222 -1.493 -1.127
C 0.372 -2.725 -0.427
C 0.223 -4.047 -1.216
H -0.768 -4.073 -1.709
H 0.266 -4.936 -0.584
H 0.993 -4.122 -1.971
C 1.804 -2.265 -0.179
C 2.873 -3.182 0.282
H 3.296 -3.739 -0.570
H 2.502 -3.917 1.005
H 3.708 -2.622 0.734
C 2.021 -1.023 -0.716
C 3.324 -0.297 -0.847
H 3.950 -0.415 0.045
H 3.154 0.779 -1.012
H 3.907 -0.652 -1.713
C -1.287 -1.583 -2.174
H -0.866 -1.943 -3.133
H -1.736 -0.606 -2.389
H -2.108 -2.247 -1.907
C 0.819 0.548 -2.393
H 1.405 1.426 -2.079
H -0.194 0.916 -2.616
H 1.254 0.204 -3.352
C 0.682 -4.806 3.825
H 1.165 -5.755 4.077
C 0.133 -4.014 4.864
H 0.240 -4.363 5.898
C -0.574 -2.866 4.519
H -0.928 -2.169 5.273
C -0.791 -2.612 3.165
H -1.473 -1.830 2.845
C -0.123 -3.388 2.171
C -0.419 -3.089 0.801
H -1.493 -3.270 0.572
C -1.794 1.314 1.021
C -3.881 1.689 1.629
H -4.759 1.655 2.236
C -3.775 2.183 0.360
H -4.489 2.699 -0.251
N -2.429 2.034 -0.005
C -1.767 2.694 -1.058
C -2.443 2.865 -2.280
C -1.982 3.885 -3.126
H -2.552 4.092 -4.028
C -0.821 4.601 -2.841
C -0.394 5.730 -3.725
H 0.696 5.811 -3.767
H -0.780 6.691 -3.359
H -0.773 5.598 -4.741
C -0.069 4.270 -1.717
H 0.874 4.772 -1.500
C -0.524 3.301 -0.804
C 0.352 2.965 0.360
H -0.200 2.721 1.286
H 1.004 3.825 0.564
H 1.030 2.117 0.126
C -3.587 1.991 -2.693
H -4.513 2.211 -2.152
H -3.369 0.917 -2.595
H -3.776 2.187 -3.753
C 2.300 -1.398 3.192
S 1.170 -0.096 2.631
C 2.368 1.229 2.357
H 2.114 -1.543 4.262
H 3.341 -1.095 3.034
H 2.092 -2.333 2.665
H 3.182 1.120 3.082
H 1.838 2.176 2.515
H 2.764 1.186 1.333
```

Results
Total energy (Ha): -2879.88763
Kohn-Sham gap (alpha / beta) (eV): 4.462 / 4.671
2S+1: 5
Charge: -1

DFT (the ωB97M-V functional and the def2-TZVPD basis) results for a structure of composition C2H6CaO2.

```
11
Properties=species:S:1:pos:R:3
C -0.376 2.165 -1.334
C 0.807 1.332 -1.048
O 0.638 0.101 -0.579
H -0.041 3.136 -1.723
H -1.046 1.702 -2.074
H -0.952 2.359 -0.410
H 1.784 1.776 -0.830
H 1.037 -0.241 0.566
Ca -1.056 -1.269 -0.512
O 0.010 -1.488 1.205
H -0.304 -1.313 2.093
```

Results
Total energy (Ha): -907.59706
Kohn-Sham gap (alpha / beta) (eV): 5.808 / 9.681
Relative energy (zero: lowest compared OMol25 entry of this formula, charge and spin) (kcal per mole): 16.35
2S+1: 2
Charge: +1

DFT (the ωB97M-V functional and the def2-TZVPD basis) results for a structure of composition C30H36AuN4.

```
71
Properties=species:S:1:pos:R:3
Au -0.310 0.394 0.128
N 0.626 -2.747 3.127
N 0.384 -2.346 -0.639
C 1.105 2.125 0.441
C 2.236 1.311 0.821
C 2.011 0.834 2.138
C 2.852 -0.126 2.894
H 3.771 -0.359 2.341
H 2.303 -1.067 3.085
H 3.143 0.296 3.868
C 0.797 1.367 2.627
C 0.281 1.196 4.000
H 0.768 1.893 4.702
H 0.465 0.175 4.369
H -0.799 1.379 4.041
C 0.170 2.115 1.571
C -0.956 3.066 1.752
H -1.771 2.590 2.312
H -1.350 3.389 0.783
H -0.645 3.966 2.306
C 3.403 1.015 -0.037
H 4.252 1.682 0.191
H 3.158 1.149 -1.100
H 3.752 -0.019 0.102
C 1.044 3.052 -0.721
H 0.014 3.392 -0.887
H 1.373 2.544 -1.639
H 1.678 3.942 -0.578
C -0.050 -3.248 4.149
H 0.385 -3.079 5.135
C -1.257 -3.957 4.023
H -1.737 -4.332 4.923
C -1.808 -4.157 2.755
H -2.751 -4.683 2.621
C -1.118 -3.680 1.655
H -1.466 -3.776 0.627
C 0.129 -3.005 1.876
C 0.966 -2.602 0.850
H 1.951 -2.153 0.983
C -0.252 -1.244 -1.041
C 0.617 -3.191 -1.721
H 1.074 -4.143 -1.564
C 0.271 -2.516 -2.822
H 0.359 -2.786 -3.853
N -0.208 -1.273 -2.417
C -0.352 -0.115 -3.225
C 0.723 0.271 -4.038
C 0.571 1.428 -4.809
H 1.384 1.722 -5.478
C -0.587 2.203 -4.738
C -0.770 3.391 -5.635
H -1.301 4.194 -5.113
H -1.360 3.130 -6.525
H 0.199 3.767 -5.978
C -1.596 1.838 -3.840
H -2.489 2.460 -3.739
C -1.505 0.663 -3.087
C -2.616 0.271 -2.174
H -2.852 -0.798 -2.216
H -3.511 0.839 -2.462
H -2.398 0.531 -1.121
C 2.025 -0.459 -4.034
H 1.946 -1.473 -4.446
H 2.483 -0.519 -3.034
H 2.727 0.096 -4.671
C -3.542 -1.107 4.076
C -2.712 -0.694 2.970
N -2.062 -0.383 2.054
H -4.301 -0.338 4.278
H -2.923 -1.248 4.973
H -4.043 -2.054 3.836
```

Results
Total energy (Ha): -1519.34258
Kohn-Sham gap (alpha / beta) (eV): 2.868 / 5.400
Relative energy (zero: lowest compared OMol25 entry of this formula, charge and spin) (kcal per mole): 14.78
2S+1: 3
Charge: -1

DFT (the ωB97M-V functional and the def2-TZVPD basis) results for a structure of composition C6H10NdO3.

```
20
Properties=species:S:1:pos:R:3
O 2.175 0.272 1.917
Nd -0.870 -1.370 3.430
O 0.087 0.935 2.298
C 1.250 1.161 1.968
O 1.569 2.192 1.185
C 0.512 3.042 0.651
H 1.030 3.996 0.503
H -0.269 3.105 1.416
C -0.010 2.486 -0.634
C -1.275 2.105 -0.803
H 0.709 2.402 -1.454
H -1.633 1.750 -1.770
H -1.979 2.078 0.033
C 3.341 0.876 0.925
C 4.354 1.908 1.357
H 3.847 -0.092 0.852
H 2.977 1.003 -0.099
H 4.639 1.772 2.408
H 5.254 1.775 0.742
H 4.000 2.934 1.203
```

Results
Total energy (Ha): -1021.06466
Kohn-Sham gap (alpha / beta) (eV): 6.385 / 6.506
2S+1: 5
Charge: +2

DFT (the ωB97M-V functional and the def2-TZVPD basis) results for a cluster of 2 separate species, C4H12O3 in total.

```
19
Properties=species:S:1:pos:R:3
O -3.161 -1.015 -1.677
C -1.891 -1.117 -0.975
C -1.672 0.074 -0.060
C -0.209 0.474 0.129
C 0.537 0.195 1.508
O -0.081 0.534 2.874
H -3.651 -1.945 -1.669
H -1.909 -1.948 -0.255
H -1.116 -1.032 -1.799
H -1.990 -0.346 0.891
H -2.241 0.966 -0.482
H -0.084 1.595 0.047
H 0.361 -0.136 -0.701
H 1.486 0.666 1.458
H 0.754 -0.920 1.654
H -0.544 1.368 2.647
O 5.264 0.758 -0.871
H 5.775 0.940 -1.661
H 4.373 0.891 -1.060
```

Results
Total energy (Ha): -385.23949
Kohn-Sham gap (eV): 10.997
Relative energy (zero: lowest compared OMol25 entry of this formula, charge and spin) (kcal per mole): 51.62
2S+1: 1
SMILES: OCCCCO.O

DFT (the ωB97M-V functional and the def2-TZVPD basis) results for a structure of composition C34H57N4OP2V.

```
99
Properties=species:S:1:pos:R:3
C -0.635 -2.194 -1.548
C 1.606 -2.209 -0.676
C -0.477 -3.437 -2.152
C 1.771 -3.519 -1.255
C 0.761 -4.112 -1.979
H -1.295 -3.878 -2.728
H 2.734 -4.021 -1.117
H 0.911 -5.102 -2.423
N 0.349 -1.592 -0.817
P -2.323 -0.521 -0.093
P 2.449 0.183 0.326
C -1.938 -1.436 -1.683
H -1.812 -0.651 -2.449
H -2.750 -2.103 -2.017
C -0.240 1.899 1.339
O -0.337 2.912 1.930
C 2.648 -1.547 -0.016
H 3.631 -2.031 0.000
C 3.298 1.107 -1.153
C 3.474 0.581 1.900
C -3.700 0.776 -0.544
C -3.050 -1.898 1.024
C 2.885 2.592 -1.162
H 3.374 3.156 -0.354
H 3.188 3.057 -2.119
H 1.798 2.711 -1.038
C 4.834 0.998 -1.184
H 5.318 1.570 -0.376
H 5.164 -0.053 -1.124
H 5.203 1.408 -2.145
C 2.776 0.386 -2.416
H 3.067 0.966 -3.313
H 3.217 -0.620 -2.498
H 1.683 0.264 -2.411
C 3.708 2.098 2.030
H 2.760 2.658 1.955
H 4.146 2.309 3.024
H 4.410 2.486 1.274
C 2.681 0.119 3.133
H 1.753 0.698 3.259
H 2.429 -0.951 3.074
H 3.306 0.277 4.032
C 4.811 -0.189 1.908
H 5.470 0.068 1.066
H 5.352 0.051 2.843
H 4.633 -1.277 1.894
C -3.322 -1.292 2.417
H -3.702 -2.084 3.088
H -2.408 -0.879 2.866
H -4.082 -0.494 2.378
C -1.988 -3.021 1.121
H -1.967 -3.626 0.201
H -0.972 -2.649 1.301
H -2.264 -3.684 1.962
C -4.331 -2.567 0.474
H -4.475 -3.523 1.011
H -5.236 -1.966 0.632
H -4.248 -2.808 -0.600
C -3.702 1.019 -2.066
H -4.044 0.132 -2.626
H -4.397 1.849 -2.293
H -2.706 1.301 -2.434
C -3.310 2.081 0.180
H -2.331 2.452 -0.160
H -4.074 2.855 -0.025
H -3.246 1.938 1.272
C -5.143 0.409 -0.150
H -5.524 -0.451 -0.722
H -5.253 0.202 0.925
H -5.789 1.275 -0.386
V -0.022 0.255 0.358
N -0.209 1.331 -1.459
C -0.295 1.974 -2.435
C -0.410 2.772 -3.672
C 0.702 2.348 -4.665
C -1.803 2.498 -4.297
C -0.249 4.273 -3.318
H 1.701 2.536 -4.242
H 0.622 1.279 -4.915
H 0.592 2.939 -5.590
H -2.614 2.804 -3.615
H -1.897 3.076 -5.232
H -1.924 1.428 -4.530
H -0.321 4.868 -4.245
H -1.034 4.608 -2.623
H 0.734 4.462 -2.855
N 0.175 -2.562 6.180
C 0.156 -1.969 4.894
C 0.669 -2.643 3.794
C 0.647 -2.036 2.532
N 0.101 -0.775 2.315
C -0.391 -0.125 3.436
C -0.372 -0.698 4.711
H 0.568 -3.505 6.319
H -0.204 -2.061 6.997
H 1.098 -3.631 3.907
H 1.079 -2.604 1.732
H -0.843 0.847 3.384
H -0.780 -0.149 5.551
```

Results
Total energy (Ha): -3250.58485
Kohn-Sham gap (alpha / beta) (eV): 7.001 / 5.921
Relative energy (zero: lowest compared OMol25 entry of this formula, charge and spin) (kcal per mole): 0.00
2S+1: 4
Charge: +1

DFT (the ωB97M-V functional and the def2-TZVPD basis) results for an isolated molecule of C4H7N3O.

```
15
Properties=species:S:1:pos:R:3
C 0.879 0.070 -3.871
N 0.395 0.666 -2.859
O 0.761 -0.043 -1.647
C 0.114 0.447 -0.503
N 0.383 -0.302 0.503
N -0.580 0.131 1.429
C -0.958 -0.764 2.434
C -0.091 0.427 2.785
H 0.629 0.586 -4.886
H 1.364 -1.030 -4.145
H -0.721 1.002 -0.739
H -2.014 -0.615 2.584
H -0.459 -1.772 2.516
H -0.794 1.174 3.265
H 1.091 0.024 3.134
```

Results
Total energy (Ha): -395.88279
Kohn-Sham gap (eV): 9.870
Relative energy (zero: lowest compared OMol25 entry of this formula, charge and spin) (kcal per mole): 166.68
2S+1: 1
SMILES: C=NO/C=N/N1CC1

DFT (the ωB97M-V functional and the def2-TZVPD basis) results for a cluster of 3 separate species, C2H6OS4 in total.

```
13
Properties=species:S:1:pos:R:3
O 1.624 1.445 -1.639
C 2.822 1.507 -1.369
S 3.337 0.805 0.156
H 3.542 1.863 -2.135
H 2.205 1.006 0.764
S -0.916 1.670 1.347
C -1.291 1.360 -0.173
S -2.493 0.375 -0.937
H -0.705 1.648 -1.084
H -3.405 0.354 0.063
S -0.663 -2.170 1.213
H -0.417 -1.256 0.222
H -0.059 -1.189 1.776
```

Results
Total energy (Ha): -1747.71872
Kohn-Sham gap (eV): 8.496
Relative energy (zero: lowest compared OMol25 entry of this formula, charge and spin) (kcal per mole): 2.48
2S+1: 1
SMILES: O=CS.S=CS.S

DFT (the ωB97M-V functional and the def2-TZVPD basis) results for a cluster of 3 separate species, C19H19N2O6 in total.

```
46
Properties=species:S:1:pos:R:3
O 7.982 -1.428 -0.519
C 7.395 -1.972 -1.414
O 7.835 -3.250 -1.803
C 6.211 -1.228 -2.147
C 5.257 -2.220 -2.915
C 4.076 -1.487 -3.709
C 2.835 -1.460 -2.774
C 2.447 -0.546 -1.706
N 1.246 -1.120 -1.242
C 0.875 -2.221 -1.932
N 1.836 -2.455 -2.892
H 7.261 -3.941 -1.425
H 6.698 -0.545 -2.896
H 5.671 -0.608 -1.383
H 4.851 -2.986 -2.200
H 5.903 -2.791 -3.645
H 3.828 -2.164 -4.573
H 4.442 -0.481 -4.029
H 2.997 0.359 -1.379
H 0.675 -0.769 -0.462
H -0.016 -2.885 -1.822
H 1.873 -3.214 -3.577
C -1.662 1.603 1.846
C -1.667 2.797 2.437
C -1.482 4.041 1.655
O -1.484 5.128 2.190
C -1.293 3.905 0.191
C -1.289 2.710 -0.397
C -1.474 1.469 0.387
O -1.472 0.372 -0.154
H -1.795 0.683 2.403
H -1.804 2.912 3.505
H -1.160 4.824 -0.366
H -1.152 2.592 -1.465
C -6.131 1.030 4.522
C -7.337 0.915 3.968
C -7.503 0.408 2.587
O -8.600 0.305 2.080
C -6.276 0.032 1.846
C -5.072 0.147 2.401
C -4.906 0.654 3.781
O -3.804 0.757 4.289
H -5.990 1.399 5.530
H -8.243 1.185 4.496
H -6.416 -0.337 0.838
H -4.165 -0.122 1.873
```

Results
Total energy (Ha): -1296.04661
Kohn-Sham gap (eV): 8.023
2S+1: 1
Charge: +1

DFT (the ωB97M-V functional and the def2-TZVPD basis) results for a cluster of 6 separate species, CH12O7 in total.

```
20
Properties=species:S:1:pos:R:3
O 0.000 1.568 -2.259
C 0.024 2.101 -1.195
O -0.969 1.821 -0.269
H 0.670 2.848 -0.761
H -1.563 1.079 -0.502
O 3.303 -0.620 0.001
H 4.248 -0.767 0.131
H 3.159 -0.454 -0.933
O 0.604 0.954 1.586
H -0.106 0.783 0.933
H 1.358 0.537 1.171
O -1.621 -0.954 -2.004
H -1.714 -1.718 -1.434
H -1.008 -0.321 -1.644
O 0.287 -1.629 2.211
H -0.190 -1.208 2.920
H 1.125 -1.315 1.878
O -2.011 -2.043 1.048
H -2.196 -2.951 0.806
H -1.354 -1.994 1.764
```

Results
Total energy (Ha): -571.94609
Kohn-Sham gap (eV): 11.134
Relative energy (zero: lowest compared OMol25 entry of this formula, charge and spin) (kcal per mole): 30.48
2S+1: 1
SMILES: O=CO.O.O.O.O.O

Values of max |F|, in order: 2.677, 3.082, 4.039, 3.522, 4.326, 3.548, 5.964, 5.933, 3.057, 4.643, 3.053, all in eV/Å.